Entry 1:
31
Properties=species:S:1:pos:R:3:forces:R:3:mulliken_charge:R:1 method="wB97M-V/def2-TZVPD" e_above_lowest_kcal_mol=181.49 charge=0 homo_ev=-8.37 orbital_gap_ev=8.52 total_energy_ha=-614.1996
C 3.6307 -1.2832 0.8169 -0.44 -0.28 -1.51 -0.777
C 2.8628 0.1310 1.0955 1.21 -0.24 -0.15 -0.312
C 1.6293 1.6791 -0.9265 -0.05 1.39 0.93 -0.909
C 0.1310 1.3095 -0.4684 1.18 -0.27 1.33 0.267
C -0.7314 2.3437 0.1341 2.02 -1.28 -1.10 -0.543
C -2.1186 2.0102 0.2486 1.84 4.27 1.60 -0.519
C -2.4426 0.7059 0.3259 -0.86 -5.68 -0.94 0.731
C -3.7252 0.2519 0.7882 -0.93 2.10 -0.39 -0.606
C -4.2064 -0.9789 0.5434 0.86 -0.43 -0.89 -0.650
C -3.4767 -1.8946 -0.2920 -0.56 0.34 0.70 -0.267
C -2.2270 -1.7037 -0.7117 1.72 1.91 -1.66 -0.513
C -1.6344 -0.4361 -0.2084 3.12 1.82 -1.85 0.674
C -0.2397 -0.0636 -0.5911 -1.67 0.59 -2.15 -0.262
H 2.7285 -1.3795 -1.0381 -0.55 -2.96 3.39 0.388
H 1.7697 -2.1937 0.2307 1.19 0.41 -0.37 0.281
H 3.8591 -1.8793 1.6910 -0.12 0.20 0.42 0.347
H 4.5562 -1.3027 0.1613 -0.56 0.94 1.20 0.351
H 1.9567 -0.3356 1.4444 -0.80 0.64 0.50 0.217
H 3.2460 0.9727 1.8856 -0.50 -2.17 -1.97 0.256
H 3.6459 0.4226 -0.7246 -1.20 1.19 -0.18 0.350
H 1.8188 3.1926 -0.8377 -0.23 -4.28 0.63 0.269
H 1.5528 1.7767 -2.0532 0.93 -1.14 1.26 0.296
H -0.0065 3.2147 0.4653 -2.64 -1.03 -0.95 0.250
H -2.9536 2.7991 0.4671 1.86 -1.49 -0.08 0.246
H -4.4362 1.0476 1.1307 0.72 -0.86 0.05 0.201
H -5.2347 -1.1542 0.7204 -0.77 -0.45 0.45 0.381
H -3.9455 -2.7135 -0.7186 -1.41 -1.48 -0.47 0.429
H -1.8497 -2.2306 -1.7718 -0.48 1.21 3.56 0.170
H 0.3867 -0.7164 -1.3855 -1.45 1.25 2.44 0.202
N 2.7578 -2.1074 -0.1108 -0.07 2.35 -2.05 -0.705
N 2.6962 0.5157 -0.3111 -1.34 3.42 -1.75 -0.243

***

Entry 2:
37
Properties=species:S:1:pos:R:3:forces:R:3:mulliken_charge:R:1 method="wB97M-V/def2-TZVPD" charge=-2 homo_ev=2.12 orbital_gap_ev=1.97 total_energy_ha=-1065.8659
C -0.9754 -2.6508 -2.3792 -0.19 -0.40 0.16 -1.419
C -0.6767 -1.5476 -1.3683 0.03 0.22 -0.36 0.145
C 0.7863 -1.0638 -1.3745 0.22 -0.37 -0.06 -0.628
C 1.5848 -1.5129 -0.1536 -0.39 -0.35 -0.29 -0.888
N 1.0671 -1.0273 1.1345 0.50 0.16 -0.12 -0.358
C 1.3731 0.3423 1.4779 -0.24 0.19 1.49 1.804
C 0.2336 1.3245 1.3589 0.15 0.20 -0.64 -0.501
C 0.3954 2.5825 0.7974 -0.11 -0.04 0.10 -0.176
C -0.6969 3.4313 0.7661 0.05 0.13 -0.11 -0.478
C -1.9059 2.9993 1.2828 0.01 -0.03 0.04 -0.335
N -2.0724 1.8022 1.8359 -0.04 0.13 0.13 -0.651
C -1.0213 0.9976 1.8641 0.17 -0.15 0.02 -0.199
C 1.8759 0.3860 2.9480 -0.78 -0.37 -0.70 -0.956
O 3.1987 -0.1177 2.7756 0.37 0.67 0.36 -0.360
C 3.6304 0.5282 1.6633 0.05 -0.03 -0.23 0.596
O 4.7589 0.8369 1.4295 -0.23 -0.32 -0.02 -0.591
O 2.5771 0.8130 0.8548 0.09 0.04 -0.13 -0.499
H -2.0441 -2.6039 -2.6207 -0.01 0.08 -0.15 0.227
H -0.4154 -2.4986 -3.3012 -0.11 0.12 -0.10 0.342
H -0.7406 -3.6579 -1.9995 0.18 0.05 0.12 0.433
H -1.3350 -0.7210 -1.6450 -0.12 -0.04 0.08 0.122
H -0.9636 -1.9144 -0.3750 -0.09 0.16 0.09 0.089
H 1.2777 -1.5258 -2.2372 0.04 0.15 -0.08 0.529
H 0.8653 0.0163 -1.5249 -0.05 0.06 0.14 0.243
H 2.6426 -1.2696 -0.2444 0.00 0.10 0.09 0.375
H 1.5299 -2.6052 -0.1141 -0.01 0.01 0.10 0.407
H 0.0613 -1.1383 1.1376 -0.04 -0.08 -0.17 0.303
H 1.3504 2.8847 0.3920 0.03 -0.03 -0.04 0.449
H -0.6182 4.4178 0.3306 -0.01 0.00 -0.05 0.370
H -2.7742 3.6453 1.2558 -0.07 -0.02 -0.03 0.344
H -1.1782 0.0301 2.3291 -0.10 -0.07 0.00 0.411
H 1.2538 -0.2324 3.5874 0.31 -0.21 0.08 0.380
H 1.8972 1.4204 3.2984 0.14 -0.01 0.16 0.404
C -3.7444 -0.5819 -3.3003 0.18 -0.32 0.13 0.587
O -4.4284 0.5097 -3.3103 -0.02 0.01 -0.01 -0.860
O -2.5871 -0.6562 -3.9054 -0.08 0.18 0.08 -0.808
O -4.1815 -1.6429 -2.6659 0.15 0.19 -0.07 -0.851

***

Entry 3:
38
Properties=species:S:1:pos:R:3:forces:R:3:mulliken_charge:R:1 method="wB97M-V/def2-TZVPD" e_above_lowest_kcal_mol=124.12 charge=0 smiles="CN1Cc2c(S(=O)(=O)N(C)C)cc3c(N=O)c(O)[nH]c3c2C1" homo_ev=-8.66 orbital_gap_ev=8.04 total_energy_ha=-1423.0305
C -4.4126 0.9797 0.3810 0.84 -0.61 -1.03 -1.035
N -2.9973 0.5501 0.5111 -0.09 -0.26 -0.44 -0.088
C -1.9929 1.2185 -0.3676 -0.30 0.89 0.70 -0.791
C -0.8742 0.2501 -0.4529 0.43 -1.41 0.18 0.710
C 0.4738 0.3887 -0.8343 0.32 -0.37 0.67 -0.225
S 1.1445 2.0134 -1.3619 0.57 2.15 -1.45 1.444
O 0.1565 3.1044 -1.2763 0.63 -1.96 0.98 -0.676
O 1.6920 1.9342 -2.7107 0.15 -0.86 1.58 -0.755
N 2.4502 2.3443 -0.2526 -0.50 -1.37 -1.54 -0.033
C 3.4436 3.3178 -0.7833 -0.95 0.12 -0.79 -0.825
C 1.9247 2.5549 1.0799 -0.31 0.02 0.42 -0.891
C 1.3222 -0.7428 -0.7051 0.43 0.20 0.19 -0.625
C 0.8700 -1.9661 -0.1972 -1.09 -0.70 0.32 0.233
C 1.4447 -3.2884 0.1234 -0.31 -0.11 0.27 0.247
N 2.7677 -3.6450 0.0650 0.55 0.82 -0.02 -0.205
O 3.1453 -4.6463 0.6799 -0.92 -0.32 -0.34 -0.526
C 0.4144 -4.0974 0.6346 -0.65 0.09 0.47 0.220
O 0.5319 -5.3816 1.0435 -0.99 2.03 -0.49 -0.499
N -0.7885 -3.3604 0.6792 2.24 -1.71 -0.12 -0.111
C -0.4899 -2.1034 0.1862 -0.96 2.53 -1.20 -0.788
C -1.3621 -0.9992 -0.0233 1.86 -0.71 0.35 0.602
C -2.7806 -0.9225 0.3602 -0.80 1.14 -0.41 -0.804
H -4.8904 0.5962 -0.5611 0.37 0.30 0.49 0.374
H -4.5095 2.0624 0.3940 0.24 0.05 0.01 0.327
H -4.9875 0.5896 1.2044 -0.12 -0.20 0.39 0.322
H -1.6133 2.1878 0.0407 -0.71 -0.67 -0.29 0.427
H -2.3686 1.3777 -1.3726 -0.29 0.36 -0.41 0.281
H 4.1725 3.5167 0.0010 -0.11 -0.05 0.02 0.339
H 3.9671 2.9002 -1.6747 -0.53 0.22 0.75 0.262
H 2.9294 4.2677 -1.0868 0.57 -0.58 0.29 0.313
H 2.7330 2.7027 1.8177 -0.25 0.13 -0.54 0.352
H 1.2322 3.4070 1.0384 0.10 -0.05 0.60 0.355
H 1.3860 1.6446 1.4150 0.14 0.51 -0.26 0.233
H 2.3919 -0.7127 -0.8968 -0.19 0.45 -0.27 0.474
H 1.4909 -5.5371 0.9904 0.66 -0.19 0.13 0.408
H -1.6710 -3.7200 1.0230 0.27 0.21 -0.19 0.256
H -2.9134 -1.3965 1.3207 -0.53 -0.38 0.31 0.428
H -3.4328 -1.3892 -0.4323 0.25 0.29 0.65 0.270